128
Properties=species:S:1:pos:R:3 method="wB97M-V/def2-TZVPD" total_energy_ev=-72661.271 s2=0.75 spin_multiplicity=2 gap_ev="3.521 / 7.367" homo_ev="-9.12 / -12.97" charge=+3
H -3.73114 5.00146 6.83193
H -5.42733 -2.96241 2.08865
H 0.23528 4.34563 -4.87757
H -3.45752 5.42507 -5.06203
C 3.93155 -0.54055 0.54217
N -1.79195 3.73466 4.49541
C -2.04597 7.10448 -5.31446
C 1.89773 3.15224 2.98996
H -0.96774 3.41899 -3.95644
H -4.81620 -1.26680 -0.32090
H -0.62403 -4.13658 -0.58211
H -0.34811 4.96277 3.38768
C 1.83627 -1.88269 -3.03914
H -0.68203 -6.64916 0.08339
F -0.43552 -1.52577 0.39410
H -2.71065 2.82203 7.65292
H 0.73067 -5.90629 1.03075
H -2.52012 6.62758 -2.48756
N -0.94812 5.51779 -3.72807
H -0.06586 6.58946 -5.35354
H 1.65246 -2.95184 -3.14507
H 1.14542 -10.85542 0.89584
H -3.51257 5.24560 4.69439
C -5.06748 -1.30304 0.73913
H 0.46662 2.12095 4.22767
H 5.59977 -1.32833 1.33739
H 2.34521 4.00559 3.49953
H 0.99770 5.12167 -2.98853
H 2.47455 -0.95479 -4.89036
H 1.87955 0.96910 -0.65704
H 4.72110 -0.74730 2.60639
C 2.76312 -6.31741 -0.66569
H 0.30598 3.68673 0.47653
H -4.21133 -0.92985 1.30111
N 3.21483 -0.23035 -1.83709
C 4.98179 -0.46560 1.58621
H 3.19297 -6.40943 0.33174
C 2.07523 -10.30183 1.02658
H -1.95080 5.87216 4.86025
C -0.80344 6.78585 -4.57540
H 3.01655 1.96148 -1.74254
H 2.61954 2.37500 3.24090
H 1.89129 -8.87243 -1.33181
C 2.97730 -1.32357 -3.99630
H -5.84294 -0.59300 1.02658
F 0.36089 0.60148 1.14296
H 5.65219 0.38953 1.50011
C 1.34271 -8.44273 -0.49364
C -2.71928 4.65809 6.61669
F -1.66821 -0.27103 1.81725
H -0.50979 3.42708 -1.95603
H -3.54701 3.23658 3.54021
H 2.43906 -10.64590 1.99474
C -2.90477 -3.54797 1.78186
C -3.19196 6.35587 -4.56083
C -2.86340 3.11185 6.61332
H -2.98197 4.99575 -2.89284
H 0.07011 -7.57156 -2.51930
P -1.01123 0.06386 0.47360
H -3.04689 -2.66072 2.39887
C -2.49130 5.88613 -3.28601
H 2.77484 -10.67968 0.28101
H 2.67705 -8.22364 1.20768
F -2.41598 -0.31674 -0.17461
H -1.54033 4.24418 -5.36046
H -0.40194 7.66824 -4.07710
H 3.11721 0.13463 0.80503
H -2.18736 8.17001 -5.49549
H -2.31776 2.13453 3.03780
C -2.50560 3.19240 3.22146
H -1.94971 -3.49635 1.25906
F -1.57050 1.59067 0.54627
C -0.33590 4.09742 4.05032
H -3.76558 2.71167 6.15070
H -1.49634 4.46786 -1.21165
C -1.69486 2.75781 5.76811
H 3.50167 -1.53990 0.61010
H 3.07344 -2.33930 -1.45841
H 1.66556 -1.44245 -0.89231
H 0.28226 -8.68927 -0.54627
H 0.10721 6.40207 -2.08908
C 4.41194 -0.31213 -0.86817
H 3.46980 -6.91073 -1.24592
C 0.68233 -6.71949 -2.22394
H 2.90369 -5.33004 -1.10552
C 0.05408 5.40265 -2.52086
H -6.03149 -3.35859 0.83258
H -1.15111 -5.50340 -2.33295
H -2.98789 -4.45360 2.38272
C 1.76023 -8.75392 0.95010
H 0.37843 -4.87731 -3.05719
C 0.25954 -6.10028 0.06716
C -0.06863 -5.42806 -2.22960
H 0.84600 -1.43348 -3.11456
H 0.92628 -4.07939 -0.72603
C 2.40105 -1.51426 -1.69356
H -1.92429 6.71848 -6.32654
O -3.69587 -3.99840 -0.45392
F -0.33904 0.31886 -0.97116
C -0.43890 4.39855 -1.46683
C 2.42327 1.05866 -1.59748
H -2.35680 3.82633 2.34734
H 5.05072 -1.14482 -1.16261
H 4.79257 -0.61246 -3.29898
H 2.06816 3.43488 1.95113
C 0.16003 -4.84449 -0.85082
C 0.48536 2.90028 3.46585
H -4.09702 6.95757 -4.47764
H 1.63015 1.03423 -2.34477
N 1.24535 -6.88599 -0.73090
H 1.10809 -8.45641 1.77126
C -3.95221 -3.56593 0.73503
C 3.75859 -0.27320 -3.36126
H 3.48699 -2.25574 -4.23997
C -2.54538 5.00031 5.13310
H -0.09141 2.57925 2.59844
N -5.23686 -2.80034 1.11010
H 0.17733 4.55645 4.89530
H -1.95935 5.05419 7.29027
H -0.82476 3.01599 6.37176
C 0.57553 4.38143 -0.31897
H 1.48030 -6.57570 -2.95242
H 1.49209 3.98422 -0.75512
C -0.80624 4.31368 -4.55772
H 4.99064 0.60770 -0.95265
H 3.60704 0.65354 -3.91468
H -1.70991 1.74035 5.37742
H 0.65340 5.42827 -0.02547



101
Properties=species:S:1:pos:R:3 method="wB97M-V/def2-TZVPD" total_energy_ev=-91967.393 e_above_lowest_kcal_mol=5.7 gap_ev=7.958 homo_ev=-9.73 charge=+1
C 2.94045 -4.25828 4.78332
N -0.84075 -1.90057 -0.38291
C -3.63245 3.20205 -7.13347
C -2.37882 1.93169 -5.35953
H -0.02668 -5.06990 0.34170
H -4.73332 -0.26936 -2.00805
C -2.73961 -3.36326 -0.78936
C 5.25567 -4.40558 4.14754
N 0.24092 -4.15383 3.81046
H 0.80443 3.87069 -2.69977
H 2.15728 -4.35859 5.52087
H -3.78973 -0.21371 4.84795
H -2.18296 -4.23805 5.11177
N 1.91688 1.15465 1.14071
N 1.28822 -3.49469 3.16136
Ca -0.19131 0.53622 0.00362
C -2.19799 -3.86963 4.08599
H 3.35487 -3.30688 1.56224
H -3.97638 3.17705 3.26350
C 0.16633 -5.59563 3.61921
N 1.55676 3.91035 -2.02813
N 2.55176 2.93085 -0.20836
H 6.27945 -4.64057 4.39606
H -3.51698 -1.25758 2.39091
H 4.50066 -4.91580 6.08860
C -2.13055 -2.09524 -0.80785
C -2.97932 3.54155 3.49443
N -3.50185 0.77104 3.01914
C -4.16515 -1.12449 -1.66622
C -4.00807 2.96072 -3.36201
H 4.49514 0.29441 2.35414
C 4.30990 1.35055 2.57258
H -2.51293 -4.69062 3.43912
C -4.02114 -0.30620 2.19279
N 4.04515 2.11982 1.37119
H -0.35730 -5.85243 2.69563
C 2.62967 -3.81351 3.50645
C -3.40919 2.80840 -5.70036
H 3.46910 1.42172 3.25957
H 1.55956 4.76626 -1.49652
C -4.77472 -2.39741 -1.61875
C -2.15496 1.57347 -4.04294
H -3.90353 -0.05656 1.14164
O 1.62368 -1.38625 2.28958
H -0.65227 3.52575 1.83946
H -4.55321 -4.47571 -1.18242
H -2.80239 4.43760 2.89714
O -1.61036 0.76594 1.78495
H -5.01483 1.00298 4.45676
H 3.02309 3.81689 -0.12323
H 0.82512 1.67276 -2.55824
H 0.07368 2.27227 2.85867
H -0.34333 -6.04636 4.46844
C -0.66688 3.06504 2.83294
O -1.49165 2.45080 -0.93236
H 0.86909 -2.75572 0.32672
H 5.18926 1.76710 3.05966
C -0.14672 -2.94561 -0.00066
C -4.21760 3.30981 -4.68876
C 0.86996 -2.22180 2.78577
N -2.13313 0.21141 -1.29872
H -2.92620 3.81291 4.55023
C -2.97081 2.09967 -3.04569
H 5.71538 3.38222 1.15001
H 4.97189 2.85110 -0.37017
C -3.95072 0.77219 4.40021
H -1.17319 -1.33837 2.89819
H -3.40140 1.50001 4.98888
H -1.75616 1.51457 -6.14025
C 4.93375 -3.94797 2.87674
C 2.82406 1.98182 0.78747
H -1.37932 0.86432 -3.78402
H -5.08282 -0.41798 2.40901
H -2.39082 -5.44606 -0.34689
C -0.86251 -3.35806 3.67374
C -0.66032 -4.25523 0.02191
C 5.22731 2.55104 0.64070
C -2.86114 -0.95616 -1.28134
N 1.36431 1.58775 -1.70090
H -2.89653 3.94316 -7.44719
C -0.53045 -2.17515 3.10112
H -3.53412 2.34369 -7.79550
H 1.17698 -5.99149 3.57857
C 4.25616 -4.56300 5.09681
N -1.98402 2.54260 3.14696
C -4.08934 -3.49972 -1.20112
O -3.90137 1.93228 -0.64153
C -1.95273 -4.45586 -0.35850
C -2.32694 1.33856 2.63296
H 5.93862 1.72576 0.56835
C 3.61901 -3.65841 2.54803
H 2.23137 0.43339 1.77926
H -4.64443 3.34007 -2.57694
C 1.76660 2.74732 -1.33574
H -0.40509 3.81797 3.57751
H -2.93783 -3.07709 4.00852
H -5.80572 -2.49172 -1.93368
S -2.67571 1.67887 -1.35822
H -5.03029 3.97755 -4.94146
H 5.70816 -3.82735 2.13251
H -4.61987 3.63368 -7.27656



103
Properties=species:S:1:pos:R:3 method="wB97M-V/def2-TZVPD" total_energy_ev=-105350.475 s2=0.77 e_above_lowest_kcal_mol=10.4 spin_multiplicity=2 gap_ev="5.302 / 6.556" homo_ev="-3.24 / -4.73" charge=-1
S -0.81263 2.19276 -0.97941
O 2.33929 -1.33690 -6.01596
C 4.05671 1.79676 2.38284
H 2.98390 -4.40505 1.86782
H -4.42942 -2.50798 -5.99413
S 2.05151 -0.93736 -1.41153
C -4.59031 0.84923 -5.62868
S -1.29749 -2.59879 -0.51212
C -3.18459 2.06787 3.73456
N -1.28934 -0.25248 0.82214
C -3.11877 0.94331 1.52641
H 2.75697 -4.93098 4.03332
C 2.76585 2.04990 1.61284
C -3.44059 -1.15101 0.37363
C -4.32663 -2.18187 -0.25493
C 4.95593 0.92069 1.50258
H 5.17805 1.40948 0.55270
C -3.23922 -1.41063 -4.61554
C 1.29898 0.48047 -4.91178
C 0.97685 -3.69479 3.74175
H -4.27416 -3.12809 0.28692
C 4.78554 3.09927 2.71380
H 5.89891 0.71660 2.01404
H -5.64212 1.51744 2.66816
C 3.74201 1.05331 3.68140
H -0.38604 0.55569 -6.26380
H 4.54422 -2.61129 -0.64745
C 1.37252 -3.05575 2.41613
H 4.67104 0.83062 4.20996
S -2.42493 -2.75074 -3.98612
H -1.06424 -2.96819 3.59697
H -3.26231 3.56951 0.61681
H 1.45292 -5.74039 3.15113
H 0.99643 4.51574 -1.54791
H -0.07933 4.93908 -0.24630
H -3.62549 1.18093 4.19366
N 1.98705 1.02803 1.50514
H 3.03459 0.87402 -3.70378
H -0.83915 -4.58704 2.94706
B 0.13440 -0.16743 0.67489
O 0.85428 -1.86169 -4.44050
C -3.63703 0.94679 -4.65804
C 0.58949 1.03528 -6.14134
C 1.32184 3.39737 0.23230
H -1.85761 3.32095 1.63868
C 2.43570 3.29432 0.98873
H 5.66619 2.87695 3.31873
C -4.89055 -0.42699 -6.12529
H -3.21192 4.31288 2.22723
H -3.32003 1.86771 -4.19227
C 0.95218 4.66204 -0.46789
C 1.53198 -1.04221 -5.13631
H -5.08050 1.74264 -5.98595
H 1.07589 -3.15546 5.83731
C -2.05537 -1.27796 0.28750
C -0.53835 -3.90915 3.74670
H 4.15326 3.78322 3.28272
C 2.42283 -3.52552 1.58532
N -1.81864 0.84020 1.45355
H 3.35821 -3.55235 -1.50807
C 2.71324 -2.89876 0.41376
C 2.63460 1.16924 -4.67455
H 1.62532 5.46752 -0.17709
C 1.36613 -2.73706 4.87181
H -5.46545 2.42070 1.15724
H -0.43468 0.85626 -3.96040
N 0.97473 -1.39061 0.93828
H 1.17673 0.83423 -7.03589
H 2.49989 2.25321 -4.67280
H 4.23571 -4.28912 -0.13877
H 3.08244 4.15250 1.10797
H 4.46160 -0.02427 1.27617
H -5.35985 -1.83499 -0.25937
H -5.63609 -0.55501 -6.89859
H 0.44374 2.11291 -6.03212
C 1.67399 -5.03822 3.95619
H -3.51721 2.94625 4.29287
C -2.94119 3.42511 1.64919
O -2.10479 0.11335 -3.21621
N -2.98964 -0.13825 -4.17231
H 3.10973 1.65446 4.33680
H 1.32273 -5.48164 4.88952
H 0.86929 -1.77585 4.74445
H 3.34119 0.87949 -5.44875
O 0.50807 0.75275 -3.74954
C -4.22838 -1.51185 -5.62821
C 1.91866 -1.76590 0.05595
Cd -0.38034 -1.36262 -2.68782
N 0.85753 1.12617 0.76622
C -3.97654 -0.03620 1.00007
H -2.10097 1.98884 3.81427
C 3.77727 -3.37634 -0.51658
H 2.44416 -2.56457 4.88542
C 0.48333 2.22940 0.04681
H -5.04763 0.08791 1.04354
H -5.41291 3.26427 2.70575
H 5.12857 3.61534 1.81661
H -3.99997 -2.39012 -1.27489
C -5.12053 2.34729 2.18927
H 3.22072 0.11980 3.47703
C -3.60245 2.18964 2.26493
H -0.84639 -4.33931 4.70233
N 0.68689 -1.99895 2.09113



85
Properties=species:S:1:pos:R:3 method="wB97M-V/def2-TZVPD" total_energy_ev=-45944.752 e_above_lowest_kcal_mol=42.0 gap_ev=10.000 homo_ev=-9.77 charge=0
H -5.61729 -4.94159 5.81251
H -6.01560 -2.97930 -6.65257
H 3.84794 4.32628 4.77195
O 1.20631 0.69640 -0.82252
H -2.72798 6.07730 0.73268
O -4.34382 -4.12666 -7.30858
H 7.94306 -0.23519 -5.68085
C -1.38331 1.22016 -6.94091
H 3.66546 -4.66109 5.67428
H -1.23571 6.94754 0.52788
O -0.69634 -0.01936 -6.70822
H -5.28969 -4.16921 -5.52116
H 6.96437 -5.58640 -4.37558
C -4.72048 -4.90135 5.19428
O -2.36370 0.47255 7.41551
H 5.27550 -4.13640 -3.27870
O 3.03221 6.28009 4.99715
H 7.81627 -6.39879 -2.97301
H -3.82766 -5.02028 5.80814
H 4.28132 5.51205 3.60745
H -1.32108 -1.16691 0.00003
O -4.58812 -3.70063 4.58319
H -10.22387 5.61740 -2.20061
H -1.38485 0.46434 -0.79541
H -1.54182 8.12712 2.38776
H -4.14341 -3.00209 5.06886
H 2.67904 5.03461 3.42555
C 7.66593 0.63854 -6.27067
H 8.30030 0.53240 -7.15068
O -2.73791 8.12450 -0.07075
N 3.62290 -6.26995 6.97076
H 5.95611 1.29742 -7.43053
C 6.86886 -6.08393 -3.41047
H -1.01635 1.38488 8.72293
C 0.00588 0.04616 7.50961
H -3.40756 8.23820 2.23483
H 0.24282 0.16482 0.98443
C -5.47837 -3.92377 -6.56627
H -0.00227 -0.41789 6.52336
H -6.12352 -4.73807 -6.89613
H 1.10060 -1.03141 0.19124
C -1.09943 1.06929 7.68294
C -2.49483 7.64619 2.16733
H 1.67720 0.21001 -1.50317
H 2.36761 5.98845 5.62553
H 6.12955 -0.36149 -7.65434
H -4.79988 -5.73111 4.49193
H -0.89366 1.92264 7.03676
H -1.56834 1.17633 -8.01420
H 0.93744 0.59314 7.65491
H 5.90375 -5.91390 -1.48453
C 0.44962 -0.18484 -0.02704
H -7.92532 4.16253 -0.31225
H 4.31757 -5.55666 7.14032
C -8.37022 4.86149 -2.15522
C 3.43719 5.15760 4.19897
H -4.62516 -4.19551 -8.22384
H -2.76779 0.22598 8.25068
H 6.75099 -4.36809 -2.03456
H -2.69964 6.76788 2.77947
N 3.24511 -5.35196 5.06921
H -1.28766 -0.76872 -6.81025
N -7.58085 4.34330 -1.24432
H 6.40259 -7.06576 -3.49231
O 4.96463 -4.96376 -2.90398
N -9.49169 5.24175 -1.61504
H -6.64761 4.00215 -1.42535
C -0.85386 -0.48367 -0.70920
H 3.46568 -7.03028 7.61673
O 2.66427 -7.45446 5.37768
C 6.17081 -5.24984 -2.30660
H -0.95126 -1.09418 -1.60691
H -9.52416 5.30409 -0.60749
H -2.36896 8.04632 -0.95357
H 4.52007 0.24800 -6.14592
O -8.07246 4.92767 -3.29253
H -0.67659 2.00512 -6.67169
H 3.08652 -5.21911 4.08063
H -2.37363 1.40640 -6.52535
C 3.18760 -6.44477 5.73772
H 7.67658 1.49703 -5.59913
H 0.04027 -0.76387 8.23815
C -2.29351 7.07667 0.75698
O 5.40908 0.22485 -5.78438
C 6.27785 0.40501 -6.89370



6
Properties=species:S:1:pos:R:3 method="wB97M-V/def2-TZVPD" total_energy_ev=-81961.006 e_above_lowest_kcal_mol=45.5 gap_ev="6.644 / 6.642" homo_ev="-9.93 / -9.93" charge=0
Br -3.84226 -0.21225 0.05190
H 0.09650 -0.29060 -0.88557
C -0.12503 0.15454 0.05019
S -1.46051 1.55213 -0.17715
H -0.48135 -0.46822 0.88919
H 0.63375 0.74267 0.38806